C35H65FN2O6 | wB97M-V/def2-TZVPD

Each atom is followed by the atoms it is bonded to, with distances in Å.
Geometry (Å):
1 C -0.898 1.241 1.045  C2 1.561, H33 1.082, H34 1.091, H35 1.092
2 C -0.147 -0.125 0.964  C1 1.561, C3 1.559, H36 1.088, H37 1.090
3 C -1.017 -1.206 1.675  C2 1.559, C4 1.533, H38 1.088, H39 1.088
4 C -1.577 -2.256 0.708  C3 1.533, C5 1.532, H40 1.090, H41 1.090
5 C -1.575 -3.692 1.243  C4 1.532, C6 1.544, H42 1.091, H43 1.089
6 C -0.169 -4.125 1.710  C5 1.544, C7 1.523, H44 1.090, H45 1.086
7 C 0.295 -5.440 1.099  C6 1.523, C8 1.541, H46 1.091, H47 1.092
8 C 1.833 -5.527 1.057  C7 1.541, C9 1.527, H48 1.094, H49 1.087
9 C 2.369 -4.526 0.036  C8 1.527, C10 1.534, H50 1.088, H51 1.094
10 C 3.827 -4.728 -0.392  C9 1.534, C11 1.533, H52 1.091, H53 1.092
11 C 4.102 -4.259 -1.825  C10 1.533, C12 1.532, H54 1.091, H55 1.091
12 C 3.471 -2.901 -2.149  C11 1.532, C13 1.547, H56 1.090, H57 1.090
13 C 4.252 -1.696 -1.573  C12 1.547, C14 1.533, H58 1.090, H59 1.091
14 C 4.714 -0.702 -2.644  C13 1.533, C15 1.542, H60 1.091, H61 1.090
15 C 4.478 0.759 -2.210  C14 1.542, C16 1.544, H62 1.090, H63 1.089
16 C 2.966 1.059 -2.304  C15 1.544, C17 1.523, H64 1.085, H65 1.088
17 C 2.611 1.817 -3.576  C16 1.523, C18 1.545, H66 1.088, H67 1.091
18 C 1.115 1.789 -3.958  C17 1.545, C19 1.503, H68 1.092, H69 1.082
19 C 0.572 0.387 -3.979  C18 1.503, C20 1.342, C31 1.507
20 C -0.297 -0.093 -3.077  C19 1.342, C21 1.514, C23 1.489
21 C -0.949 0.656 -1.934  C20 1.514, N22 1.445, H70 1.093, H71 1.093
22 N -0.052 1.387 -1.068  C21 1.445, H72 1.003, H73 1.086
23 C -0.715 -1.518 -3.186  C20 1.489, O24 1.209, C25 1.494
24 O -1.369 -2.097 -2.351  C23 1.209
25 C -0.317 -2.266 -4.417  C23 1.494, F26 1.319, C27 1.325
26 F -0.855 -3.463 -4.545  C25 1.319
27 C 0.516 -1.785 -5.329  C25 1.325, O28 1.391, C31 1.478
28 O 0.777 -2.549 -6.462  C27 1.391, C29 1.308
29 C 2.044 -2.696 -6.750  O28 1.308, N30 1.154
30 N 3.112 -2.645 -7.183  C29 1.154
31 C 1.102 -0.444 -5.119  C19 1.507, C27 1.478, O32 1.209
32 O 1.967 -0.003 -5.837  C31 1.209
33 H -1.717 1.252 0.337  C1 1.082
34 H -1.260 1.359 2.067  C1 1.091
35 H -0.225 2.071 0.818  C1 1.092
36 H -0.020 -0.451 -0.067  C2 1.088
37 H 0.859 -0.061 1.377  C2 1.090
38 H -0.387 -1.637 2.450  C3 1.088
39 H -1.832 -0.665 2.153  C3 1.088
40 H -2.580 -1.951 0.410  C4 1.090
41 H -0.976 -2.277 -0.201  C4 1.090
42 H -1.835 -4.317 0.387  C5 1.091
43 H -2.339 -3.838 2.006  C5 1.089
44 H -0.183 -4.236 2.794  C6 1.090
45 H 0.521 -3.321 1.468  C6 1.086
46 H -0.093 -5.565 0.087  C7 1.091
47 H -0.066 -6.297 1.671  C7 1.092
48 H 2.177 -5.201 2.042  C8 1.094
49 H 2.167 -6.544 0.867  C8 1.087
50 H 2.268 -3.500 0.386  C9 1.088
51 H 1.760 -4.595 -0.871  C9 1.094
52 H 4.081 -5.788 -0.325  C10 1.091
53 H 4.495 -4.225 0.311  C10 1.092
54 H 3.701 -4.996 -2.522  C11 1.091
55 H 5.178 -4.187 -1.991  C11 1.091
56 H 3.388 -2.822 -3.233  C12 1.090
57 H 2.447 -2.840 -1.782  C12 1.090
58 H 5.093 -2.066 -0.987  C13 1.090
59 H 3.610 -1.180 -0.857  C13 1.091
60 H 4.134 -0.858 -3.554  C14 1.091
61 H 5.766 -0.843 -2.896  C14 1.090
62 H 4.793 0.840 -1.170  C15 1.090
63 H 5.073 1.429 -2.829  C15 1.089
64 H 2.707 1.687 -1.458  C16 1.085
65 H 2.457 0.101 -2.226  C16 1.088
66 H 3.206 1.441 -4.405  C17 1.088
67 H 2.876 2.866 -3.432  C17 1.091
68 H 1.045 2.146 -4.987  C18 1.092
69 H 0.509 2.429 -3.331  C18 1.082
70 H -1.645 1.366 -2.387  C21 1.093
71 H -1.571 -0.035 -1.358  C21 1.093
72 H -0.412 2.289 -0.816  N22 1.003
73 H 0.193 0.843 -0.161  N22 1.086
74 C -4.854 4.088 0.218  C75 1.520, H78 1.094, H79 1.091, H80 1.090
75 C -4.155 3.967 1.563  C74 1.520, C76 1.521, O77 1.429, H81 1.091
76 C -4.542 5.105 2.495  C75 1.521, H82 1.094, H83 1.091, H84 1.091
77 O -2.738 3.944 1.378  C75 1.429, H85 0.967
78 H -4.569 5.019 -0.279  C74 1.094
79 H -4.564 3.266 -0.437  C74 1.091
80 H -5.939 4.076 0.332  C74 1.090
81 H -4.413 3.013 2.024  C75 1.091
82 H -4.247 6.067 2.067  C76 1.094
83 H -4.030 5.005 3.453  C76 1.091
84 H -5.617 5.123 2.675  C76 1.091
85 H -2.475 4.780 0.969  O77 0.967
86 C 0.696 5.193 2.841  C87 1.521, H90 1.094, H91 1.090, H92 1.091
87 C 0.769 4.672 1.414  C86 1.521, C88 1.521, O89 1.430, H93 1.091
88 C 0.602 5.795 0.401  C87 1.521, H94 1.095, H95 1.091, H96 1.091
89 O -0.233 3.673 1.209  C87 1.430, H97 0.975
90 H -0.279 5.652 3.031  C86 1.094
91 H 0.814 4.375 3.553  C86 1.090
92 H 1.471 5.936 3.032  C86 1.091
93 H 1.728 4.176 1.254  C87 1.091
94 H -0.376 6.273 0.518  C88 1.095
95 H 0.653 5.403 -0.616  C88 1.091
96 H 1.374 6.556 0.521  C88 1.091
97 H -1.105 4.087 1.348  O89 0.975
98 C -4.760 -0.698 4.433  C99 1.521, H102 1.094, H103 1.091, H104 1.091
99 C -3.463 -0.224 5.071  C98 1.521, C100 1.521, O101 1.428, H105 1.091
100 C -3.629 0.017 6.563  C99 1.521, H106 1.094, H107 1.090, H108 1.091
101 O -3.015 0.970 4.430  C99 1.428, H109 0.963
102 H -5.541 0.059 4.548  C98 1.094
103 H -4.620 -0.861 3.363  C98 1.091
104 H -5.109 -1.627 4.885  C98 1.091
105 H -2.683 -0.969 4.906  C99 1.091
106 H -4.376 0.796 6.744  C100 1.094
107 H -2.691 0.359 7.001  C100 1.090
108 H -3.945 -0.891 7.080  C100 1.091
109 H -3.689 1.645 4.562  O101 0.963

* frontier orbital gap: 6.6 eV
* electronic energy: -55326.059 eV
* SMILES: CCCCCCCCCCCCCCCCCCC1=C(CN)C(=O)C(F)=C(OC#N)C1=O.CC(C)O.CC(C)O.CC(C)O
* 2S+1: 1